(1)
Molecular formula: C3H7N2O
Method: DFT, ωB97M-V with the def2-TZVPD basis set

Values from the calculation:
electronic energy	-303.0049	Ha
largest force on an atom	0.08958	hartree/bohr
energy relative to the best compared isomer or geometry (same formula, charge and spin)	92.2	kJ/mol

```
! RIJCOSX wB97M-V def2-TZVPD def2/J DEFGRID3
* xyz 1 1
C 0.75133 -1.24355 0.32170
C 0.22417 -1.79665 -0.89299
N -0.99909 -1.16004 -1.11973
C -1.14918 -0.16635 -0.30905
N -0.17969 -0.20136 0.67958
H 1.75118 -1.28729 0.79202
H 0.76242 -2.56553 -1.49904
H -1.64051 -1.53161 -1.92161
H -2.01195 0.45418 -0.35786
H -0.10021 0.54121 1.33259
H 1.24741 2.94273 1.66772
H 0.46644 3.42446 0.53619
O 0.87769 2.58979 0.77046
*
```

Here are the Mulliken charges for atoms 1 to 8, given in e:
1. C -0.1641
2. C -0.2967
3. N -0.0478
4. C -0.1823
5. N -0.0203
6. H 0.3559
7. H 0.3435
8. H 0.3285

(2)
Molecular formula: C4H6O2
Method: DFT, ωB97M-V with the def2-TZVPD basis set

Values from the calculation:
electronic energy	-306.4595	Ha
largest force on an atom	0.05560	hartree/bohr
energy relative to the best compared isomer or geometry (same formula, charge and spin)	122.9	kJ/mol

```
! RIJCOSX wB97M-V def2-TZVPD def2/J DEFGRID3
* xyz 0 1
C 1.44542 0.38556 0.46764
C 0.28491 0.29956 -0.47466
C -0.62325 -0.87509 -0.48626
C -1.69345 0.04194 0.20005
O -2.79079 -0.28366 0.54097
O -1.04706 1.20539 0.28069
H 2.30416 -0.26036 0.25973
H 1.17695 0.17024 1.50039
H 1.82567 1.39772 0.44197
H 0.39810 0.84145 -1.41132
H -0.96088 -1.21067 -1.47365
H -0.31978 -1.71208 0.15444
*
```

Here are the Mulliken charges for atoms 1 to 8, given in e:
1. C -1.2207
2. C 0.3971
3. C -0.5376
4. C 0.5290
5. O -0.5520
6. O -0.4549
7. H 0.3410
8. H 0.3319

(3)
Molecular formula: C23H27F3N2O3
Method: DFT, ωB97M-V with the def2-TZVPD basis set

Values from the calculation:
electronic energy	-1527.4793	Ha
largest force on an atom	0.01227	hartree/bohr
SMILES	CCC(=O)c1ccc(OC[C@H](O)CN2CCN(c3cccc(C(F)(F)F)c3)CC2)cc1
energy relative to the best compared isomer or geometry (same formula, charge and spin)	214.5	kJ/mol

```
! RIJCOSX wB97M-V def2-TZVPD def2/J DEFGRID3
* xyz 0 1
C -10.89516 -1.28763 -0.53449
C -9.57781 -0.55153 -0.32950
C -8.40694 -1.51182 -0.23414
O -8.55587 -2.71059 -0.33027
C -7.06532 -0.91826 -0.01716
C -6.82339 0.44955 0.07900
C -5.54505 0.93593 0.27987
C -4.47010 0.05731 0.39195
O -3.17922 0.42592 0.58714
C -2.86954 1.79757 0.69148
C -1.36386 1.92508 0.93046
O -1.06964 3.28370 1.13172
C -0.56215 1.38331 -0.26271
N 0.83000 1.78265 -0.12533
C 1.52562 1.89954 -1.39670
C 2.91693 2.48488 -1.13634
N 3.68511 1.64767 -0.24336
C 4.50665 0.64802 -0.71716
C 4.60032 0.31829 -2.07762
C 5.48421 -0.64240 -2.52632
C 6.30797 -1.32458 -1.64829
C 6.22694 -1.00493 -0.30061
C 7.11988 -1.68001 0.69859
F 6.46712 -2.01628 1.82802
F 8.13891 -0.88664 1.08968
F 7.68048 -2.80691 0.23889
C 5.35652 -0.03492 0.16340
C 2.97878 1.50100 1.01180
C 1.58185 0.91654 0.76940
C -4.70421 -1.31819 0.29746
C -5.97772 -1.79114 0.09658
H -11.07948 -1.96439 0.29584
H -10.85632 -1.87856 -1.44592
H -11.71965 -0.58231 -0.60523
H -9.61497 0.03958 0.58862
H -9.39495 0.13125 -1.16285
H -7.63199 1.15892 -0.00303
H -5.39506 2.00173 0.34951
H -3.39624 2.26031 1.53504
H -3.13689 2.33331 -0.22872
H -1.11652 1.34814 1.83621
H -0.13939 3.39361 0.87923
H -0.95717 1.84155 -1.17300
H -0.69282 0.29490 -0.33580
H 0.96096 2.57153 -2.04679
H 1.62103 0.92104 -1.89824
H 3.45720 2.64607 -2.06761
H 2.79576 3.45527 -0.64247
H 3.96770 0.80424 -2.80279
H 5.52382 -0.87196 -3.58031
H 6.99154 -2.08206 -1.99450
H 5.36112 0.19775 1.21624
H 3.52204 0.85212 1.69412
H 2.88289 2.49099 1.46889
H 1.05278 0.84201 1.72009
H 1.68528 -0.09946 0.34764
H -3.86408 -1.98846 0.38720
H -6.16692 -2.85146 0.02244
*
```

Here are the Mulliken charges for atoms 1 to 8, given in e:
1. C -1.3474
2. C -0.4597
3. C 0.7003
4. O -0.6470
5. C 0.3263
6. C -0.6655
7. C -0.6633
8. C 0.7818

(4)
Molecular formula: C4H11N3O
Method: DFT, ωB97M-V with the def2-TZVPD basis set

Values from the calculation:
electronic energy	-398.3832	Ha
largest force on an atom	0.09740	hartree/bohr
SMILES	CC(C)N(N)/C=N\O
energy relative to the best compared isomer or geometry (same formula, charge and spin)	449.0	kJ/mol

```
! RIJCOSX wB97M-V def2-TZVPD def2/J DEFGRID3
* xyz 0 1
C 1.52302 -1.08447 -1.12524
C 0.83717 -0.51243 0.09787
C 1.67189 -0.65978 1.31044
N 0.11519 0.70869 -0.09084
N 0.88430 1.89819 -0.31350
C -1.22940 0.98131 0.23594
N -2.24092 0.16920 0.24914
O -2.12694 -1.18711 -0.17930
H 2.33737 -0.41331 -1.37693
H 1.70709 -2.07614 -1.04586
H 0.82855 -0.92656 -1.96815
H 0.05324 -1.21834 0.30247
H 2.71218 -0.58796 1.11583
H 1.32746 -0.07890 2.13749
H 1.67812 -1.66886 1.52797
H 1.87422 1.80104 0.00472
H 0.89401 2.14220 -1.32646
H -1.43412 2.00809 0.44404
H -3.08864 -1.26474 -0.40835
*
```

Here are the Mulliken charges for atoms 1 to 8, given in e:
1. C -1.5280
2. C 0.6484
3. C -1.7049
4. N 0.4114
5. N -0.7703
6. C -0.0523
7. N -0.5461
8. O -0.3781

(5)
Molecular formula: C2H2OS
Method: DFT, ωB97M-V with the def2-TZVPD basis set

Values from the calculation:
electronic energy	-550.7730	Ha
largest force on an atom	0.06890	hartree/bohr
energy relative to the best compared isomer or geometry (same formula, charge and spin)	40.0	kJ/mol

```
! RIJCOSX wB97M-V def2-TZVPD def2/J DEFGRID3
* xyz 0 1
C 1.96442 -0.34554 -1.21567
C -0.97598 0.06343 0.77795
O 2.12920 0.75434 -1.44674
S -0.80805 -1.11943 -0.38020
H -0.56958 -0.17549 1.75111
H -1.74000 0.82269 0.51355
*
```

So, what does the Mulliken scheme give us? The charges, in e, come out as:
1. C 0.1394
2. C -0.3758
3. O -0.1498
4. S -0.1501
5. H 0.2757
6. H 0.2606

(6)
Molecular formula: C21H21Br2FN4
Method: DFT, ωB97M-V with the def2-TZVPD basis set

Values from the calculation:
electronic energy	-6279.7103	Ha
largest force on an atom	0.06991	hartree/bohr
SMILES	CN(C)CCCNc1nc(/C=C/c2ccc(F)cc2)nc2c(Br)cc(Br)cc12
energy relative to the best compared isomer or geometry (same formula, charge and spin)	24.5	kJ/mol

```
! RIJCOSX wB97M-V def2-TZVPD def2/J DEFGRID3
* xyz 0 1
C 0.77123 -2.81648 -3.79734
N 1.12649 -2.51540 -2.39306
C 2.45205 -1.86674 -2.24472
C 0.95123 -3.64386 -1.42461
C -0.49143 -4.08417 -1.12613
C -1.30484 -2.99565 -0.40286
N -1.45652 -1.80687 -1.26716
C -1.68637 -0.64587 -0.57997
N -0.55350 -0.05052 -0.24168
C -0.61879 1.07805 0.38233
C 0.65298 1.56398 0.89846
C 0.74440 2.68993 1.70730
C 2.00184 3.19916 2.30673
C 3.23069 2.69125 1.94516
C 4.45971 3.17873 2.51601
C 4.44184 4.22838 3.42705
F 5.57478 4.75871 3.95522
C 3.18691 4.76675 3.76570
C 1.97873 4.27013 3.21192
N -1.77240 1.66865 0.69186
C -2.93885 1.10344 0.32896
C -4.13963 1.75381 0.68735
Br -4.15554 3.41387 1.74572
C -5.32669 1.17209 0.28547
C -5.38004 -0.04343 -0.43274
Br -7.03976 -0.80049 -0.93258
C -4.18090 -0.68590 -0.75875
C -2.94613 -0.09275 -0.36368
H -0.20281 -3.28266 -3.89677
H 0.74886 -1.92529 -4.42040
H 1.57519 -3.42122 -4.21413
H 2.61599 -1.60873 -1.20768
H 2.50845 -0.93097 -2.81565
H 3.27111 -2.54937 -2.49375
H 1.54019 -4.51754 -1.77928
H 1.48774 -3.42026 -0.52531
H -0.47386 -4.95113 -0.47184
H -0.95088 -4.36771 -2.05950
H -2.29986 -3.33371 -0.12165
H -0.79404 -2.70340 0.50134
H -0.58975 -1.65632 -1.80001
H 1.51846 0.97341 0.64666
H -0.17574 3.21248 1.96257
H 3.31096 1.86575 1.24628
H 5.40856 2.74214 2.23324
H 3.22345 5.55784 4.50048
H 1.08150 4.77105 3.56283
H -6.24799 1.66966 0.62511
H -4.13703 -1.61281 -1.36249
*
```

Here are the Mulliken charges for atoms 1 to 8, given in e:
1. C -1.1244
2. N 0.2833
3. C -1.1543
4. C -0.9604
5. C -0.8214
6. C -0.4679
7. N -0.2137
8. C 0.4204

(7)
Molecular formula: C12H14Cl4NO5P
Method: DFT, ωB97M-V with the def2-TZVPD basis set

Values from the calculation:
electronic energy	-3078.4496	Ha
largest force on an atom	0.16893	hartree/bohr
SMILES	O=C1NC(=O)c2cc(P(=O)(O)O)ccc21.ClCCCl.ClCCCl

```
! RIJCOSX wB97M-V def2-TZVPD def2/J DEFGRID3
* xyz 0 1
O 5.80810 0.96605 0.19698
C 4.84134 0.06917 -0.01796
N 5.15307 -1.42676 -0.21654
C 3.88496 -2.09964 -0.77446
O 3.86545 -3.31057 -1.34210
C 2.59164 -1.11180 -0.56896
C 0.97678 -1.34872 -0.72720
C 0.00615 -0.04056 -0.36531
P -1.93004 -0.21069 -0.45696
O -2.66147 1.18614 -0.63679
O -2.46240 -1.44155 -1.56880
O -2.39841 -0.78192 1.15878
C 0.63350 1.43737 0.10157
C 2.28721 1.62762 0.24687
C 3.22167 0.31977 -0.07671
H 5.41541 -1.85940 0.71467
H 0.56342 -2.39086 -1.06831
H -2.05379 -1.34471 -2.47898
H -1.57520 -1.26862 1.51726
H -0.09472 2.34379 0.33105
H 2.78583 2.62511 0.60150
Cl -1.70099 -4.33792 2.85956
C -3.41669 -3.86259 2.92088
C -4.29101 -4.75515 2.05424
Cl -3.98226 -4.51564 0.31640
H -3.48906 -2.81272 2.62009
H -3.72822 -3.93882 3.96662
H -5.34584 -4.51945 2.22402
H -4.13773 -5.81400 2.28397
Cl 1.28204 4.47364 -0.16124
C 0.16276 4.57935 -1.54304
C 0.11423 5.97838 -2.13679
Cl -0.66238 7.14760 -1.04019
H -0.82502 4.24998 -1.20578
H 0.52004 3.86864 -2.29381
H -0.47408 5.97015 -3.05922
H 1.11571 6.34934 -2.37527
*
```

Here are the Mulliken charges for atoms 1 to 8, given in e:
1. O -0.5089
2. C 0.3040
3. N -0.2731
4. C 0.2134
5. O -0.5104
6. C 0.0979
7. C -0.2953
8. C 0.0859

(8)
Molecular formula: C6H13O3Si
Method: DFT, ωB97M-V with the def2-TZVPD basis set

Values from the calculation:
electronic energy	-751.6331	Ha
largest force on an atom	0.08071	hartree/bohr
energy relative to the best compared isomer or geometry (same formula, charge and spin)	161.6	kJ/mol

```
! RIJCOSX wB97M-V def2-TZVPD def2/J DEFGRID3
* xyz -1 1
C -3.20186 -0.65691 -0.20796
C -0.87924 2.13389 0.63035
C 1.88806 -0.93978 -1.69725
C 2.05042 -0.05655 1.23911
C -1.35918 1.02051 -0.34082
C -1.82271 -0.31943 0.19033
O -3.04999 -0.36473 1.10882
O -4.07083 -0.95440 -0.99983
O 0.09972 -2.07801 0.35541
Si 1.57549 -1.54790 0.13393
H -0.53677 3.04309 0.04534
H -1.75020 2.22083 1.35229
H 0.01795 1.70099 1.28997
H 0.89659 -0.44392 -1.97479
H 2.70513 -0.32845 -1.65261
H 2.07921 -1.70195 -2.51414
H 2.86829 -0.47875 1.83125
H 2.38879 0.93187 0.82245
H 1.16850 0.22818 1.78892
H -0.54857 0.71178 -1.13598
H -2.12699 1.55510 -0.92636
H -1.12054 -1.20116 0.47751
H 2.72872 -2.47430 0.18402
*
```

Here are the Mulliken charges for atoms 1 to 8, given in e:
1. C 0.2229
2. C -0.8956
3. C -1.1003
4. C -1.0271
5. C -0.1841
6. C 0.5628
7. O -0.4662
8. O -0.6210

The lowest electronic energy belongs to which entry?
C21H21Br2FN4

Which value of electronic energy does entry 6 give?
-6279.7103 Ha

Which value of electronic energy does entry 4 give?
-398.3832 Ha